# C24H27N5PPd

C24H27N5PPd as an isolated structure in a non-equilibrium geometry (ωB97M-V/def2-TZVPD, OMol25).

```
58
Properties=species:S:1:pos:R:3:mulliken_charge:R:1
Pd 0.34420 0.96427 1.05742 0.00
C -3.14816 0.30869 3.34324 -0.58
C -3.20201 -1.10664 3.51365 -0.37
C -2.12185 -1.89854 3.14362 -0.44
C -0.95133 -1.30765 2.54406 0.27
N -0.96791 0.08378 2.30280 0.24
C -1.96903 0.86741 2.82209 -0.37
N 0.14185 -2.10720 2.29318 -0.32
C 1.32153 -1.73134 1.84522 0.14
N 1.68090 -0.52692 1.36364 -0.24
C 2.74197 -0.76880 0.50794 -0.35
N 3.06222 -0.09322 -0.51932 -0.31
C 2.64602 1.16776 -0.82212 0.37
C 3.30187 1.82599 -1.88945 -0.27
C 3.10377 3.17426 -2.15069 -0.44
C 2.12908 3.88325 -1.39919 -0.63
C 1.44758 3.17737 -0.40791 -0.31
N 1.71046 1.86764 -0.11221 0.15
C 3.26967 -2.10195 0.73527 0.87
C 4.19530 -2.90754 0.09425 -0.20
C 4.24972 -4.27102 0.34791 -0.56
C 3.36934 -4.84797 1.21712 -0.62
C 2.44400 -4.06537 1.89322 -0.20
C 2.37478 -2.71703 1.64949 0.22
H -3.95884 0.94092 3.60155 0.53
H -4.10442 -1.56668 3.94784 0.46
H -2.12463 -2.98124 3.27378 0.51
H -1.84673 1.98410 2.82849 0.42
H 3.86320 1.15552 -2.54497 0.49
H 3.76886 3.65507 -2.91050 0.44
H 1.87932 4.91076 -1.58980 0.50
H 0.67137 3.73542 0.12847 0.47
H 4.87325 -2.52625 -0.67285 0.49
H 5.03950 -4.82894 -0.10516 0.47
H 3.35796 -5.94087 1.30865 0.42
H 1.74616 -4.45578 2.58281 0.58
C -3.58988 2.88482 -1.84871 -1.19
C -2.73822 2.72216 -0.58530 -0.51
P -1.48200 1.31865 -0.58880 0.81
C -2.63751 -0.15716 -0.50889 -0.51
C -2.02163 -1.52907 -0.63337 -1.28
C -1.05008 1.22314 -2.40198 -0.50
C -0.01323 0.21181 -2.77961 -1.24
H -4.44352 3.56311 -1.77562 0.38
H -3.92356 1.90218 -2.20259 0.28
H -2.94492 3.26626 -2.63305 0.35
H -3.38441 2.57064 0.27045 0.41
H -2.09722 3.62832 -0.45389 0.40
H -3.40374 -0.00205 -1.31751 0.55
H -3.14701 -0.08148 0.44865 0.44
H -1.85348 -1.81016 -1.66148 0.36
H -2.75015 -2.24415 -0.21958 0.41
H -1.05049 -1.64547 -0.08539 0.10
H -0.70249 2.22418 -2.61929 0.49
H -2.00143 1.06392 -2.93475 0.61
H 0.55061 -0.19860 -1.88963 0.13
H 0.75271 0.73193 -3.41958 0.29
H -0.40734 -0.59424 -3.38162 0.38
```

## Properties
Expectation value of S²   6.147
ΔE to the lowest compared entry with this formula, charge and spin   7.4 kcal/mol
Largest force on an atom   3.57 eV/A
Calculated total energy   -45514.09291 eV
HOMO energy (spin up / spin down)   -16.4 / -18.2 eV
Net charge   +3
Gap between HOMO and LUMO (spin up / spin down)   5.911 / 4.820 eV
2S+1   5